1.
ORCA calculation (ωB97M-V/def2-TZVPD) on an isolated ion of composition C2H9N4O and charge +1 in a non-equilibrium geometry.

Each line ends with the Mulliken spin population.
Geometry (Å):
C -0.1472 0.7180 0.3649  0.6625
C 1.9961 -0.2555 -0.4193  0.0036
N -1.8599 0.5496 0.4183  0.9097
N 0.2921 1.9620 0.5474  0.1998
N 0.7511 -0.2937 0.2604  0.1360
N -2.3033 -0.6032 -0.1550  0.0189
O 0.2165 -1.6097 0.2772  0.0052
H 1.9958 -1.0280 -1.2432  -0.0116
H 1.9616 0.7251 -0.9673  0.0136
H 2.8683 -0.3554 0.1344  0.0070
H -0.2372 2.7729 0.2881  -0.0065
H 1.2611 1.9179 0.4045  -0.0092
H -2.5818 -0.3279 -1.1486  0.0554
H -1.3588 -1.2834 -0.2277  -0.0021
H -3.0909 -1.0190 0.2776  0.0127
H 0.2364 -1.8699 1.1880  0.0048

Output
multiplicity: 3
energy above the lowest of the compared OMol25 structures with the same formula, charge and spin: 3.0381 eV
Kohn-Sham gap (spin up / spin down): 5.77 / 7.53 eV
charge: +1
molar mass: 105.12 g mol⁻¹
electronic energy: -10212.7796 eV
HOMO level (spin up / spin down): -9.3 / -13.6 eV

2.
ORCA calculation (ωB97M-V/def2-TZVPD) on C2H9N5 as an isolated structure.

Each line ends with the natural charge from an NBO analysis.
Geometry (Å):
C 0.5821 -1.3956 0.2499  -0.4626
N 1.0663 -0.3277 -0.6363  -0.0447
N 0.0531 0.3935 -1.1360  -0.3342
N -0.5720 1.2938 -0.0982  -0.3983
N 1.7752 0.7850 0.5688  -0.7964
C -2.5399 0.0697 -0.1460  -0.2984
N -1.7650 0.9728 0.3373  -0.2057
H 0.4014 0.9836 -1.8849  0.3570
H 0.7525 1.2776 0.6388  0.4284
H 2.5091 1.2838 0.0836  0.3930
H 2.1202 0.3023 1.3877  0.3893
H 0.0684 -2.1128 -0.3895  0.2321
H 1.4423 -1.8830 0.7070  0.1993
H -0.1183 -1.0425 1.0111  0.2117
H -3.5144 -0.0529 0.3074  0.1777
H -2.2611 -0.5475 -1.0008  0.1518

Output
energy above the lowest of the compared OMol25 structures with the same formula, charge and spin: 6.2031 eV
Kohn-Sham gap: 7.94 eV
molar mass: 103.13 g mol⁻¹
electronic energy: -9664.6924 eV
HOMO level: -7.4 eV